Computed, not measured: C36H37BrIN5O2SSiTc as an isolated structure, with ωB97M-V/def2-TZVPD.

Last column: Löwdin spin population.
Atoms and positions in Å:
Tc -0.57 -0.05 -0.79  2.44
C 3.44 3.00 2.29  0.00
C 2.52 2.20 3.20  0.00
N 2.04 0.96 2.61  0.00
C 1.02 0.89 1.74  0.01
S 0.38 -0.70 1.38  0.03
N 0.49 2.01 1.31  0.01
N -0.58 1.72 0.50  0.01
C -1.63 2.46 0.56  0.02
C -1.66 3.71 1.38  0.00
C -2.81 1.91 -0.13  0.00
C -3.98 2.62 -0.32  0.00
C -5.07 1.98 -0.90  0.01
C -4.95 0.67 -1.29  0.00
C -3.73 0.03 -1.11  0.01
N -2.70 0.62 -0.52  0.01
H 3.83 3.86 2.82  0.00
H 2.89 3.35 1.42  0.00
H 4.28 2.39 1.95  0.00
H 1.65 2.80 3.48  0.00
H 3.04 1.92 4.12  0.00
H 2.43 0.08 2.90  0.00
H -0.85 4.37 1.06  0.00
H -1.46 3.46 2.42  0.00
H -2.61 4.23 1.31  0.00
H -4.05 3.65 -0.02  0.00
H -6.00 2.52 -1.05  0.00
H -5.77 0.13 -1.76  0.00
H -3.58 -0.99 -1.44  0.00
I -2.83 -2.26 1.26  0.02
C -2.07 -3.58 -0.19  -0.01
C -2.30 -4.89 0.12  0.01
C -2.04 -5.92 -0.80  -0.01
C -1.61 -5.58 -2.04  0.01
C -1.36 -4.23 -2.39  0.00
C -0.95 -3.97 -3.72  0.03
C -0.68 -2.69 -4.11  0.00
C -0.72 -1.66 -3.16  0.05
C -1.06 -1.84 -1.83  -0.01
C -1.50 -3.17 -1.45  0.01
H -2.73 -5.14 1.08  0.00
H -2.22 -6.95 -0.52  0.00
H -1.45 -6.34 -2.80  0.00
H -0.87 -4.80 -4.41  0.00
H -0.40 -2.47 -5.13  0.00
H -0.42 -0.68 -3.49  0.00
C 3.44 -1.58 -2.81  0.01
Si 2.54 -1.29 -1.19  0.03
C 3.81 -0.69 0.05  0.01
C 1.88 -2.95 -0.66  0.00
N 1.31 -0.04 -1.43  0.17
C 1.84 1.11 -2.10  0.02
C 2.36 2.16 -1.35  0.00
C 2.96 3.25 -1.97  0.00
C 3.06 3.30 -3.35  0.00
C 2.55 2.24 -4.11  0.00
C 1.95 1.16 -3.49  0.00
H 4.17 -2.38 -2.68  0.00
H 3.97 -0.69 -3.16  0.00
H 2.74 -1.89 -3.59  0.00
H 4.65 -1.39 0.09  0.00
H 3.38 -0.62 1.05  0.00
H 4.20 0.29 -0.23  0.00
H 2.75 -3.56 -0.38  0.00
H 1.39 -3.46 -1.49  0.00
H 1.20 -2.93 0.19  0.00
H 2.29 2.11 -0.27  0.00
H 3.36 4.06 -1.37  0.00
H 3.53 4.14 -3.84  0.00
H 2.63 2.27 -5.19  0.00
H 1.58 0.34 -4.08  0.00
Br -2.35 7.50 -4.61  0.00
C -2.17 5.66 -4.18  0.00
C -1.25 5.29 -3.21  0.00
C -1.12 3.94 -2.89  0.00
C -1.90 2.99 -3.54  0.00
C -2.81 3.39 -4.51  0.00
C -2.95 4.73 -4.83  0.00
C -1.79 1.53 -3.20  0.01
O -2.55 0.71 -3.67  0.02
O -0.89 1.30 -2.28  0.05
H -0.64 6.03 -2.72  0.00
H -0.40 3.63 -2.15  0.00
H -3.41 2.63 -5.00  0.00
H -3.66 5.05 -5.59  0.00

As for the total charge: 0. Its HOMO energy (spin up / spin down) is -7.6 / -7.8 eV. Its total energy is -148535.434 eV. The spin multiplicity is 4. Its HOMO-LUMO gap (spin up / spin down) is 7.1644 / 6.6850 eV.

***

Computed, not measured: one molecule with the formula C3H8N4O, with ωB97M-V/def2-TZVPD.

Last column: Mulliken charge in e.
Atoms and positions in Å:
H -2.93 1.68 0.00  0.27
N -2.15 1.72 -0.65  -0.64
C -1.27 0.84 -0.45  0.54
C 0.08 0.65 -1.09  -0.70
N 0.46 -0.40 -0.12  0.64
C 1.24 0.02 1.18  -0.78
N 0.93 -1.60 -0.68  -0.83
N -1.24 -0.33 0.33  0.14
O -1.40 -0.45 1.57  -0.64
H 0.73 1.53 -1.05  0.24
H 0.05 0.28 -2.11  0.26
H 1.22 1.09 1.29  0.32
H 2.26 -0.36 1.05  0.33
H 0.76 -0.46 2.04  0.31
H 1.01 -2.28 0.07  0.27
H 0.25 -1.94 -1.35  0.27

As for the total charge: 0. Its HOMO energy is -7.5 eV. Its total energy is -11243.427 eV. Its HOMO-LUMO gap is 8.2369 eV. Its SMILES is [H]/N=C1/C[N@+](C)(N)N1[O-].

***

Computed, not measured: C26H43As3N4NiSTe as an isolated structure, with ωB97M-V/def2-TZVPD.

Last column: Mulliken charge in e.
Atoms and positions in Å:
Ni -0.12 0.42 1.08  0.13
C 3.73 0.79 1.21  -1.32
As 2.12 0.31 0.20  0.89
C 2.74 -1.43 -0.46  -1.19
C 2.29 1.26 -1.53  -1.22
C 1.96 2.75 -1.63  2.18
C 2.78 3.51 -0.58  -1.63
C 0.48 3.04 -1.43  -1.29
As -0.38 2.74 0.33  0.93
C 0.08 4.34 1.39  -1.32
C -2.16 3.31 -0.24  -1.30
C 2.39 3.27 -3.02  -2.01
As 1.50 2.75 -4.76  0.34
C 0.61 1.00 -4.59  -1.05
C -0.10 3.90 -4.79  -1.04
H 3.61 1.72 1.77  0.39
H 4.58 0.87 0.53  0.40
H 3.93 -0.01 1.93  0.47
H 3.71 -1.32 -0.95  0.55
H 2.03 -1.84 -1.18  0.21
H 2.85 -2.13 0.37  0.45
H 1.65 0.70 -2.22  0.05
H 3.33 1.10 -1.85  0.68
H 2.48 3.17 0.41  -0.12
H 2.59 4.58 -0.65  0.46
H 3.84 3.34 -0.72  0.43
H -0.11 2.41 -2.11  -0.18
H 0.28 4.09 -1.69  0.75
H 0.09 5.22 0.75  0.42
H 1.04 4.26 1.90  0.39
H -0.70 4.48 2.15  0.47
H -2.10 4.28 -0.74  0.47
H -2.83 3.41 0.62  0.40
H -2.59 2.57 -0.92  0.41
H 3.45 3.02 -3.16  0.52
H 2.33 4.36 -3.03  0.54
H 1.33 0.19 -4.48  0.32
H 0.06 0.83 -5.52  0.45
H -0.11 0.97 -3.77  0.21
H 0.17 4.93 -4.60  0.33
H -0.84 3.57 -4.06  0.23
H -0.55 3.84 -5.78  0.41
C -1.52 0.55 6.13  -1.30
C -2.27 0.48 4.86  0.94
N -3.55 0.42 4.73  -0.76
N -3.81 0.35 3.42  0.33
C -2.69 0.37 2.68  0.21
S -2.56 0.27 1.02  -0.34
N -1.68 0.45 3.60  0.63
N -0.32 0.53 3.28  -0.88
H -2.24 0.57 6.94  0.36
H -0.91 1.45 6.18  0.33
H -0.88 -0.31 6.26  0.32
H -4.77 0.35 3.08  0.16
H 0.19 -0.23 3.74  0.34
H 0.08 1.41 3.62  0.31
Te -0.68 -2.16 0.91  0.18
C -1.80 -2.75 -0.81  0.34
C -3.15 -3.02 -0.65  -0.19
C -3.87 -3.52 -1.72  -0.67
C -3.24 -3.76 -2.93  -0.47
C -1.89 -3.49 -3.08  -0.71
C -1.16 -2.99 -2.02  -0.28
C 0.00 -4.17 1.30  0.35
C 1.03 -4.73 0.57  -0.01
C 1.44 -6.02 0.86  -0.73
C 0.81 -6.74 1.86  -0.52
C -0.23 -6.18 2.57  -0.63
C -0.64 -4.89 2.30  -0.44
H -3.63 -2.84 0.30  0.40
H -4.92 -3.75 -1.60  0.42
H -3.80 -4.18 -3.76  0.41
H -1.41 -3.69 -4.03  0.45
H -0.11 -2.78 -2.15  0.28
H 1.52 -4.18 -0.22  0.32
H 2.26 -6.46 0.31  0.42
H 1.13 -7.75 2.08  0.41
H -0.73 -6.74 3.34  0.41
H -1.46 -4.44 2.85  0.38

As for the total charge: +2. Its HOMO energy (spin up / spin down) is -12.5 / -12.5 eV. Its total energy is -275291.808 eV. Its HOMO-LUMO gap (spin up / spin down) is 5.6186 / 5.2341 eV.